No. 1
The following is a DFT calculation (ωB97M-V with the def2-TZVPD basis set) of a molecular structure, C23H61FFeO8 at a distorted geometry.

Summary:
HOMO-LUMO gap (spin up / spin down) (Ha): 0.34512 / 0.24913
<S²>: 8.765
HOMO level (spin up / spin down) (eV): -11.85 / -11.85

Structure (ORCA input):
```
! RIJCOSX wB97M-V def2-TZVPD def2/J DEFGRID3
* xyz 1 6
Fe -1.492 -2.793 -1.321
C 0.593 -0.563 1.646
C -0.125 -0.254 0.348
O -0.553 -1.331 -0.386
H -0.039 -1.212 2.253
H 0.833 0.367 2.159
H 1.545 -1.077 1.494
H 0.429 0.480 -0.256
H -0.993 0.368 0.631
F -0.065 -4.042 -1.378
C -1.829 3.382 -2.866
C -2.031 2.207 -1.906
C -2.781 2.587 -0.650
O -2.814 1.178 -2.590
H -1.185 4.097 -2.347
H -2.785 3.819 -3.148
H -1.224 3.047 -3.709
H -1.056 1.773 -1.679
H -2.864 1.683 -0.038
H -3.756 3.052 -0.791
H -2.234 3.265 0.015
H -3.432 1.668 -3.145
C 5.166 -1.899 2.276
C 5.194 -0.720 3.254
C 3.792 -0.468 3.774
O 5.958 -1.121 4.390
H 4.547 -1.759 1.388
H 4.797 -2.777 2.812
H 6.177 -2.178 1.963
H 5.622 0.137 2.722
H 3.769 0.332 4.517
H 3.481 -1.366 4.310
H 3.120 -0.239 2.950
H 6.822 -1.432 4.101
C -5.192 -0.754 -0.201
C -4.590 -1.570 -1.331
C -5.217 -1.296 -2.691
O -3.168 -1.373 -1.372
H -5.140 0.325 -0.371
H -4.648 -0.899 0.737
H -6.232 -1.033 -0.037
H -4.759 -2.628 -1.108
H -4.948 -0.301 -3.037
H -6.292 -1.460 -2.761
H -4.823 -2.037 -3.396
H -2.957 -0.427 -1.528
C 1.899 3.049 -1.351
C 3.332 2.937 -0.824
C 3.520 1.728 0.089
O 4.252 2.729 -1.902
H 1.192 2.738 -0.581
H 1.744 2.386 -2.206
H 1.704 4.061 -1.711
H 3.594 3.844 -0.271
H 3.352 0.794 -0.446
H 2.794 1.754 0.909
H 4.507 1.776 0.545
H 4.273 3.542 -2.422
C 0.332 -3.051 -4.876
C 0.338 -2.034 -3.756
C 0.773 -0.650 -4.165
O -1.013 -1.979 -3.180
H 1.346 -3.143 -5.272
H -0.269 -2.729 -5.730
H 0.034 -4.014 -4.470
H 0.998 -2.369 -2.956
H 0.111 -0.234 -4.935
H 1.760 -0.679 -4.625
H 0.789 0.048 -3.328
H -1.554 -1.504 -3.826
C -0.071 3.142 2.078
C 0.713 3.659 3.267
C 1.979 4.363 2.822
O -0.155 4.546 3.974
H -0.393 3.945 1.415
H -0.931 2.517 2.330
H 0.588 2.474 1.514
H 0.962 2.848 3.964
H 1.767 5.260 2.236
H 2.584 3.734 2.162
H 2.629 4.631 3.656
H 0.261 4.820 4.798
C -2.308 -3.333 2.850
C -1.574 -3.835 1.615
C -1.270 -5.315 1.701
O -2.389 -3.533 0.451
H -2.778 -2.366 2.648
H -1.625 -3.163 3.683
H -3.087 -4.015 3.195
H -0.628 -3.309 1.509
H -0.325 -5.499 2.219
H -0.999 -5.718 0.719
H -2.057 -5.913 2.154
H -3.319 -3.698 0.636
*
```



No. 2
The following is a DFT calculation (ωB97M-V with the def2-TZVPD basis set) of a molecular structure, C23H61FeO8 at a distorted geometry.

Summary:
HOMO-LUMO gap (spin up / spin down) (Ha): 0.24413 / 0.14821
<S²>: 8.763
HOMO level (spin up / spin down) (eV): -13.98 / -13.98

Structure (ORCA input):
```
! RIJCOSX wB97M-V def2-TZVPD def2/J DEFGRID3
* xyz 2 6
Fe -0.271 3.217 -1.506
C -0.302 -0.336 1.049
C -0.400 -0.049 -0.371
O -0.160 1.313 -0.770
H -0.560 -1.391 1.137
H -1.044 0.178 1.659
H 0.646 -0.015 1.482
H -1.430 -0.319 -0.604
H 0.204 -0.702 -1.001
C 3.564 1.492 -0.990
C 2.858 2.659 -0.311
C 3.778 3.798 0.050
O 1.948 3.158 -1.213
H 4.348 1.828 -1.669
H 2.769 0.923 -1.472
H 3.965 0.756 -0.293
H 2.284 2.345 0.562
H 4.404 3.449 0.871
H 3.199 4.659 0.387
H 4.375 4.230 -0.753
H 2.545 3.246 -1.960
C 5.372 -2.005 0.971
C 4.140 -1.720 1.869
C 2.923 -2.413 1.214
O 4.453 -2.309 3.105
H 5.527 -3.075 0.827
H 6.168 -1.546 1.557
H 5.218 -1.425 0.061
H 3.893 -0.661 1.933
H 2.806 -2.042 0.196
H 2.021 -2.199 1.788
H 3.003 -3.491 1.073
H 4.227 -3.238 3.018
C -4.312 -3.462 -1.016
C -4.407 -2.089 -0.428
C -3.732 -1.987 0.903
O -3.843 -1.239 -1.463
H -3.299 -3.861 -1.056
H -4.564 -3.510 -2.076
H -4.971 -4.199 -0.559
H -5.439 -1.798 -0.231
H -2.667 -2.153 0.739
H -3.976 -2.802 1.585
H -4.023 -1.077 1.427
H -3.136 -0.655 -1.180
C 1.188 -2.784 -3.162
C 0.428 -4.105 -2.914
C -0.570 -3.945 -1.728
O -0.356 -4.421 -4.068
H 0.557 -1.922 -3.379
H 1.931 -2.856 -3.956
H 1.755 -2.475 -2.284
H 0.936 -5.061 -2.789
H -0.100 -3.518 -0.842
H -1.213 -4.799 -1.513
H -1.191 -3.087 -1.984
H -1.187 -3.944 -4.008
C -0.695 1.511 -5.247
C 0.302 1.549 -4.157
C 1.749 1.200 -4.729
O 0.145 2.786 -3.498
H -1.671 1.564 -4.764
H -0.739 0.592 -5.832
H -0.588 2.404 -5.863
H 0.032 0.773 -3.440
H 2.434 1.344 -3.893
H 2.078 1.909 -5.489
H 2.071 0.203 -5.028
H 0.263 3.441 -4.190
C -0.632 3.363 2.742
C -1.501 3.349 1.458
C -2.601 4.384 1.495
O -0.644 3.971 0.433
H -0.279 4.374 2.947
H 0.265 2.747 2.678
H -1.175 2.972 3.603
H -1.763 2.323 1.202
H -2.404 5.253 2.123
H -3.516 4.039 1.976
H -3.026 4.793 0.578
H -0.566 4.893 0.687
C -3.154 0.300 3.911
C -2.630 -0.619 4.962
C -1.092 -0.553 5.153
O -3.224 -0.388 6.232
H -4.242 0.357 3.917
H -2.938 0.035 2.876
H -2.718 1.286 4.073
H -2.956 -1.635 4.740
H -0.867 0.416 5.598
H -0.433 -0.639 4.289
H -0.659 -1.260 5.861
H -2.904 0.397 6.685
*
```



No. 3
The following is a DFT calculation (ωB97M-V with the def2-TZVPD basis set) of 10 unconnected molecules or ions with the total composition C23H62F2N3O29S9 at a distorted geometry.

Summary:
HOMO-LUMO gap (Ha): 0.36714
HOMO level (eV): -8.20

Structure (ORCA input):
```
! RIJCOSX wB97M-V def2-TZVPD def2/J DEFGRID3
* xyz -1 1
N -0.306 0.651 -0.233
S -0.886 -0.702 -0.332
O -0.256 -1.787 0.366
O -1.505 -0.958 -1.616
F -2.130 -0.423 0.635
S 1.192 0.307 -0.863
O 1.272 -0.468 -2.066
O 2.200 0.157 0.147
F 1.542 1.800 -1.357
C 1.900 3.655 -3.715
N 3.158 2.987 -4.066
O 3.696 2.258 -3.263
O 3.628 3.242 -5.165
H 1.765 3.565 -2.647
H 1.168 3.154 -4.349
H 2.073 4.666 -4.077
C -4.149 -2.551 -2.349
N -4.824 -2.102 -1.070
O -4.979 -0.901 -0.925
O -5.063 -2.980 -0.280
H -4.672 -3.398 -2.778
H -3.202 -2.822 -1.883
H -4.027 -1.733 -3.048
O -4.040 5.193 0.140
S -4.644 3.926 0.352
O -5.661 3.751 1.351
O -5.194 3.525 -1.165
C -5.864 2.270 -1.299
C -7.362 2.463 -1.454
C -3.255 2.748 0.531
H -5.621 1.583 -0.484
H -5.397 1.812 -2.178
H -7.640 3.145 -2.255
H -7.657 2.835 -0.470
H -7.879 1.521 -1.637
H -3.710 1.816 0.864
H -2.734 3.100 1.424
H -2.651 2.795 -0.365
O 6.460 1.101 0.296
S 6.657 0.218 -0.844
O 7.459 0.467 -2.020
O 7.257 -1.141 -0.171
C 6.752 -1.581 1.085
C 7.816 -1.334 2.139
C 5.015 -0.259 -1.416
H 6.464 -2.632 1.039
H 5.837 -1.066 1.391
H 7.483 -1.260 3.174
H 8.347 -0.414 1.900
H 8.570 -2.125 2.101
H 5.068 -1.336 -1.560
H 4.948 0.348 -2.315
H 4.270 -0.031 -0.662
O -2.504 -4.403 4.104
S -1.153 -4.263 4.582
O -1.001 -3.588 5.854
O -0.368 -5.684 4.561
C -0.927 -6.730 5.408
C -0.036 -7.928 5.237
C -0.167 -3.370 3.356
H -1.888 -6.973 4.954
H -0.955 -6.329 6.419
H -0.311 -8.759 5.888
H 1.018 -7.778 5.497
H 0.026 -8.215 4.187
H -0.756 -2.480 3.155
H -0.067 -3.999 2.475
H 0.791 -3.161 3.823
O 2.630 6.283 0.499
S 2.004 5.327 1.356
O 1.999 5.467 2.794
O 0.494 4.964 0.849
C 0.246 4.916 -0.545
C -0.586 6.104 -1.057
C 2.788 3.687 1.082
H -0.263 4.013 -0.911
H 1.167 4.686 -1.095
H 0.094 6.938 -1.258
H -1.063 6.462 -0.143
H -1.198 5.878 -1.920
H 3.852 3.898 0.999
H 2.466 3.296 0.119
H 2.492 3.075 1.925
O -1.812 2.798 4.215
S -0.392 2.587 4.337
O 0.493 3.717 4.373
O -0.111 1.756 5.726
C -0.973 0.674 6.141
C -0.132 -0.416 6.803
C 0.224 1.425 3.043
H -1.722 0.297 5.446
H -1.497 1.173 6.962
H 0.621 -0.799 6.110
H -0.713 -1.294 7.082
H 0.353 0.019 7.674
H 0.328 2.042 2.156
H -0.596 0.717 2.935
H 1.116 0.945 3.428
O -2.676 1.053 -5.276
S -1.378 1.340 -4.705
O -0.393 0.354 -4.381
O -0.638 2.553 -5.454
C -1.105 2.924 -6.747
C -0.419 4.212 -7.204
C -1.898 2.250 -3.226
H -2.164 3.190 -6.680
H -0.973 2.118 -7.468
H 0.666 4.252 -7.100
H -0.778 5.053 -6.608
H -0.667 4.338 -8.257
H -2.671 1.634 -2.777
H -2.105 3.273 -3.519
H -1.035 2.251 -2.555
O -1.794 -5.852 -2.347
S -1.218 -5.106 -1.238
O -1.905 -4.268 -0.299
O -0.317 -6.231 -0.381
C 0.688 -6.911 -1.113
C 2.086 -6.459 -0.663
C 0.186 -4.149 -1.967
H 0.519 -6.994 -2.188
H 0.699 -7.978 -0.859
H 2.364 -5.460 -1.009
H 2.799 -7.159 -1.099
H 2.164 -6.356 0.418
H -0.301 -3.443 -2.642
H 0.741 -4.891 -2.531
H 0.825 -3.566 -1.311
*
```



No. 4
The following is a DFT calculation (ωB97M-V with the def2-TZVPD basis set) of 10 unconnected molecules or ions with the total composition C23H63N3O10S7 at a distorted geometry.

Summary:
HOMO-LUMO gap (Ha): 0.32695
HOMO level (eV): -8.57

Structure (ORCA input):
```
! RIJCOSX wB97M-V def2-TZVPD def2/J DEFGRID3
* xyz 0 1
C 15.515 12.403 14.647
S 16.679 12.656 16.008
O 17.702 11.587 16.021
C 17.444 14.057 15.208
H 14.903 11.496 14.735
H 16.054 12.219 13.763
H 14.933 13.304 14.618
H 17.096 15.045 15.527
H 17.351 13.986 14.128
H 18.455 14.084 15.580
C 9.475 10.082 9.012
S 10.411 9.032 10.150
O 9.445 8.155 10.788
C 11.250 8.061 8.874
H 8.754 9.361 8.510
H 10.042 10.597 8.248
H 8.931 10.759 9.674
H 11.581 7.072 9.257
H 12.037 8.672 8.467
H 10.522 7.839 8.047
C 15.422 8.634 8.189
S 15.132 8.014 9.870
O 16.434 7.805 10.534
C 14.428 9.499 10.415
H 14.480 9.145 7.936
H 15.689 7.784 7.546
H 16.231 9.407 8.309
H 15.073 10.278 10.204
H 14.363 9.526 11.516
H 13.521 9.751 9.846
C 12.419 13.379 6.766
S 12.333 11.951 7.930
O 12.536 10.681 7.180
C 13.821 12.443 8.770
H 13.373 13.432 6.192
H 12.406 14.382 7.167
H 11.582 13.276 6.052
H 14.010 11.931 9.683
H 13.507 13.499 9.030
H 14.678 12.356 8.095
C 19.234 10.775 12.776
S 17.865 10.086 11.802
O 16.826 11.137 12.028
C 18.514 10.456 10.146
H 19.283 11.897 12.592
H 20.124 10.336 12.490
H 19.032 10.534 13.811
H 17.988 9.866 9.360
H 19.576 10.206 10.109
H 18.435 11.520 10.103
C 15.168 16.719 11.632
S 14.081 17.255 10.339
O 13.511 16.064 9.692
C 12.735 17.914 11.384
H 15.495 17.682 12.072
H 15.970 16.167 11.186
H 14.717 16.048 12.369
H 12.666 17.463 12.382
H 11.766 17.564 10.961
H 12.611 18.986 11.346
C 14.764 6.369 15.837
S 15.009 7.880 16.788
O 15.433 7.464 18.121
C 16.483 8.621 15.939
H 15.479 5.718 16.290
H 15.013 6.441 14.772
H 13.739 6.024 15.996
H 16.241 9.119 14.993
H 17.250 7.809 15.783
H 16.796 9.358 16.663
C 12.348 13.939 14.125
O 12.768 15.093 13.983
N 12.280 13.002 13.118
C 12.684 13.373 11.771
C 11.599 11.740 13.314
H 12.028 13.457 15.059
H 12.716 14.494 11.784
H 11.942 13.025 11.011
H 13.696 12.997 11.530
H 12.086 11.032 12.694
H 11.739 11.434 14.372
H 10.522 11.759 13.064
C 12.911 11.745 17.256
O 12.074 11.608 16.349
N 13.338 10.968 18.198
C 12.630 9.777 18.552
C 14.560 11.129 19.034
H 13.469 12.694 17.175
H 12.032 9.400 17.707
H 11.881 10.057 19.340
H 13.265 8.958 18.944
H 14.391 10.960 20.109
H 15.386 10.389 18.709
H 14.937 12.199 18.875
C 11.751 5.911 12.118
O 12.276 6.224 11.057
N 11.772 6.662 13.200
C 12.184 8.029 13.093
C 10.983 6.291 14.419
H 11.277 4.877 12.301
H 12.920 8.347 13.829
H 11.218 8.602 13.260
H 12.527 8.207 12.078
H 11.636 6.552 15.224
H 9.991 6.802 14.456
H 10.871 5.203 14.441
*
```